one) # C2H8N2O

2 unconnected molecules or ions with the total composition C2H8N2O (ωB97M-V/def2-TZVPD, the OMol25 dataset).

Structure (XYZ):
```
13
Properties=species:S:1:pos:R:3:mulliken_charge:R:1
C -0.66 -1.07 -1.99 -0.889
C -0.58 -0.17 -0.76 0.573
N 0.67 0.33 -0.53 -0.323
O -1.52 -0.03 0.02 -0.614
H -0.35 -2.07 -1.72 0.242
H -0.06 -0.72 -2.84 0.323
H -1.76 -1.13 -2.28 0.252
H 1.30 0.44 -1.33 0.203
H 0.84 0.76 0.36 0.295
N 0.65 0.91 2.49 -0.767
H 1.29 1.28 3.20 0.225
H 0.36 -0.02 2.83 0.238
H -0.20 1.48 2.55 0.241
```

Results
Gap between HOMO and LUMO   10.5 eV
2S+1   1
E_HOMO   -0.349 Eh
M   76.10 g/mol
LUMO level   0.99 eV

two) # C2H8N2O

2 unconnected molecules or ions with the total composition C2H8N2O (ωB97M-V/def2-TZVPD, the OMol25 dataset).

Structure (XYZ):
```
13
Properties=species:S:1:pos:R:3:mulliken_charge:R:1
H 0.07 1.70 -1.80 0.246
N -0.74 1.59 -1.06 -0.641
C -1.32 0.45 -1.14 0.010
N -2.19 -0.06 -0.06 -0.522
H -1.23 -0.31 -1.93 0.401
H -2.29 0.59 0.69 0.262
H -2.00 -1.09 0.16 0.252
C 1.69 -0.78 0.67 -0.391
O 1.42 0.07 1.86 -0.490
H 2.23 -0.22 -0.15 0.233
H 0.77 -1.17 0.14 0.108
H 2.27 -1.68 1.11 0.239
H 1.30 0.92 1.52 0.293
```

Results
Gap between HOMO and LUMO   10.3 eV
2S+1   1
E_HOMO   -0.352 Eh
M   76.10 g/mol
LUMO level   0.77 eV

three) # C2H8N2O

C2H8N2O in the gas phase (ωB97M-V/def2-TZVPD, the OMol25 dataset).

Structure (XYZ):
```
13
Properties=species:S:1:pos:R:3:mulliken_charge:R:1
C 0.73 1.10 0.30 -1.533
C 0.32 -0.17 -0.43 0.666
N 0.60 -1.34 0.39 -0.566
N -1.13 -0.18 -0.69 -0.436
O -1.99 0.07 0.42 -0.405
H 0.33 1.09 1.31 0.420
H 1.82 1.15 0.35 0.401
H 0.36 1.97 -0.23 0.301
H 0.77 -0.21 -1.44 0.185
H 1.56 -1.34 0.70 0.196
H 0.09 -2.12 -0.11 0.204
H -1.45 -1.04 -1.12 0.252
H -2.01 1.02 0.55 0.315
```

Results
Gap between HOMO and LUMO   9.8 eV
2S+1   1
E_HOMO   -0.322 Eh
M   76.10 g/mol
LUMO level   1.01 eV

Referenced to the most stable arrangement, the calculated values in kJ/mol are one) 0.0; two) 217.2; three) 275.9.

one) # C2I2N2O2

A molecular structure, C2I2N2O2 (ωB97M-V/def2-TZVPD, the OMol25 dataset).

Structure (XYZ):
```
8
Properties=species:S:1:pos:R:3:mulliken_charge:R:1
C -0.33 -0.78 -0.41 0.470
C -0.45 -1.08 0.84 -0.452
N -0.10 -0.28 -1.49 -0.242
N 0.66 1.64 -0.34 0.359
O 1.14 2.69 -0.47 -0.330
O 0.51 0.90 -1.60 -0.128
I 0.82 -2.46 1.74 0.168
I -2.24 -0.63 1.73 0.155
```

Results
Gap between HOMO and LUMO   8.3 eV
2S+1   1
E_HOMO   -0.334 Eh
M   337.84 g/mol
LUMO level   -0.81 eV

two) # C2I2N2O2

2 unconnected molecules or ions with the total composition C2I2N2O2 (ωB97M-V/def2-TZVPD, the OMol25 dataset).

Structure (XYZ):
```
8
Properties=species:S:1:pos:R:3:mulliken_charge:R:1
O -1.13 -2.17 1.10 -0.563
N -0.71 -1.09 0.79 0.574
C -0.49 -0.21 0.06 -0.013
C 0.25 0.86 -0.26 0.044
N 0.56 1.73 -1.01 0.551
O 1.09 2.68 -1.43 -0.599
I -0.62 2.05 3.12 -0.011
I -3.04 0.89 3.63 0.017
```

Results
Gap between HOMO and LUMO   7.3 eV
2S+1   1
E_HOMO   -0.350 Eh
M   337.84 g/mol
LUMO level   -2.22 eV

Referenced to the most stable arrangement, the calculated values in kJ/mol are one) 38.0; two) 0.0.

one) # C35H27AsI2N8O13S2Sr

A molecular structure, C35H27AsI2N8O13S2Sr (ωB97M-V/def2-TZVPD, the OMol25 dataset).

Structure (XYZ):
```
89
Properties=species:S:1:pos:R:3:mulliken_charge:R:1
Sr 1.91 1.23 -1.07 1.720
O 4.78 2.94 1.17 -0.751
C 4.27 1.83 0.95 -0.184
O 3.86 1.38 -0.17 -0.663
C 4.12 0.89 2.13 0.262
C 4.93 1.14 3.20 0.059
C 4.82 0.41 4.39 -0.811
C 3.85 -0.56 4.52 -0.309
C 3.01 -0.86 3.46 -0.548
C 3.11 -0.18 2.15 0.216
O 2.39 -0.43 1.16 0.491
N 1.99 -1.85 3.76 0.908
O 1.35 -2.37 2.86 -0.505
O 1.78 -2.15 4.95 -0.719
N 5.69 0.70 5.52 1.037
O 5.56 0.07 6.57 -0.688
O 6.53 1.58 5.38 -0.672
H 5.65 1.94 3.12 0.628
H 3.75 -1.10 5.44 0.625
O 2.82 0.99 -5.61 -0.709
As 2.41 2.48 -4.55 -0.063
O 2.22 2.98 -2.58 -0.389
O 2.89 1.69 -3.02 -0.050
C 0.49 2.14 -5.02 0.216
C 0.38 2.61 -6.34 -0.647
C -0.78 2.48 -7.08 -0.591
C -1.89 1.87 -6.52 -0.655
C -1.83 1.41 -5.22 -0.761
C -0.66 1.55 -4.45 0.264
S -0.86 0.86 -2.79 1.277
O -0.39 -0.51 -2.90 -0.756
O -2.29 0.93 -2.54 -0.748
O -0.08 1.66 -1.83 -0.408
H 3.75 0.77 -5.42 0.242
H 1.25 3.06 -6.79 0.297
H -0.82 2.86 -8.10 0.349
H -2.81 1.76 -7.09 0.344
H -2.68 0.94 -4.75 0.447
C 0.54 6.55 -1.04 -0.885
N -0.20 5.78 -0.06 0.183
C -1.49 6.05 0.38 -0.652
C -1.84 5.08 1.23 -0.397
N -0.77 4.18 1.30 0.503
C 0.29 4.63 0.52 0.298
S 1.86 4.11 0.38 -0.578
C -0.86 2.93 2.01 0.627
C -1.80 2.79 3.03 -0.755
C -1.89 1.58 3.69 -0.681
C -1.05 0.54 3.33 -1.188
C -0.15 0.77 2.30 -0.247
N -0.06 1.94 1.64 0.633
H 0.16 7.57 -1.06 0.321
H 0.45 6.11 -2.04 0.269
H 1.59 6.54 -0.77 0.335
H -2.04 6.92 0.07 0.425
H -2.76 4.94 1.77 0.313
H -2.44 3.62 3.32 0.369
H -2.61 1.46 4.50 0.376
H -1.07 -0.42 3.83 0.565
H 0.52 -0.02 1.95 0.170
I 5.37 -1.49 -1.46 -0.018
C 4.01 -2.22 -2.91 -0.977
I 2.03 -1.44 -2.77 0.292
H 3.97 -3.29 -2.80 0.471
H 4.40 -1.94 -3.88 0.394
N -4.22 -4.19 0.88 0.047
C -4.82 -5.42 1.05 0.670
C -6.11 -5.81 1.40 -0.994
C -6.35 -7.17 1.49 -0.377
C -5.33 -8.11 1.24 -0.455
C -4.05 -7.71 0.89 -0.695
C -3.79 -6.34 0.80 0.501
N -2.61 -5.68 0.48 -0.713
C -2.90 -4.41 0.54 -0.260
C -1.97 -3.28 0.32 1.370
C -2.44 -1.99 0.11 -1.479
C -1.52 -0.97 -0.04 -0.553
N -0.20 -1.16 0.00 0.833
C 0.24 -2.40 0.20 -0.818
C -0.60 -3.49 0.36 -0.745
H -4.64 -3.29 1.00 0.157
H -6.89 -5.09 1.60 0.362
H -7.34 -7.52 1.77 0.362
H -5.56 -9.17 1.32 0.360
H -3.27 -8.43 0.69 0.413
H -3.50 -1.77 0.03 0.266
H -1.87 0.04 -0.21 0.746
H 1.32 -2.52 0.25 0.597
H -0.21 -4.48 0.54 0.480
```

Results
Gap between HOMO and LUMO   6.6 eV
2S+1   1
E_HOMO   -0.113 Eh
Total charge   -2
M   1248.13 g/mol
LUMO level   3.54 eV

two) # C35H27AsI2N8O13S2Sr

A molecular structure, C35H27AsI2N8O13S2Sr (ωB97M-V/def2-TZVPD, the OMol25 dataset).

Structure (XYZ):
```
89
Properties=species:S:1:pos:R:3:mulliken_charge:R:1
Sr -0.40 0.73 0.68 2.496
O 3.54 0.35 2.98 -0.832
C 2.81 0.45 2.00 -0.634
O 1.57 0.69 2.01 -0.580
C 3.47 0.15 0.63 0.666
C 4.84 -0.02 0.64 -0.222
C 5.54 -0.48 -0.48 -0.842
C 4.86 -0.79 -1.65 -0.147
C 3.51 -0.56 -1.68 -0.281
C 2.71 -0.06 -0.59 -0.380
O 1.47 0.12 -0.72 0.005
N 2.84 -0.92 -2.94 1.136
O 2.09 -0.12 -3.45 -0.534
O 3.08 -2.03 -3.40 -0.641
N 6.95 -0.69 -0.42 1.069
O 7.53 -1.07 -1.43 -0.711
O 7.53 -0.51 0.65 -0.677
H 5.35 0.16 1.58 0.604
H 5.38 -1.18 -2.52 0.554
O -3.29 3.12 -0.19 -0.626
As -2.26 3.37 1.20 1.081
O -2.48 4.93 1.64 -0.806
O -0.69 2.95 0.78 -0.729
C -2.84 2.10 2.64 -0.637
C -2.75 2.68 3.90 -0.816
C -3.23 2.02 5.02 -0.655
C -3.83 0.79 4.89 -0.563
C -3.94 0.19 3.64 -0.486
C -3.42 0.82 2.53 0.942
S -3.79 0.02 0.92 0.832
O -4.89 0.82 0.39 -0.859
O -4.10 -1.37 1.17 -0.726
O -2.55 0.22 0.12 -0.269
H -3.92 2.38 -0.12 0.473
H -2.33 3.68 3.97 0.497
H -3.15 2.48 5.99 0.396
H -4.23 0.28 5.76 0.420
H -4.40 -0.79 3.52 0.507
C -1.43 -3.95 -4.30 -0.897
N -0.32 -4.30 -3.46 0.341
C 0.54 -5.36 -3.67 -0.662
C 1.50 -5.28 -2.71 -0.433
N 1.21 -4.19 -1.92 0.452
C 0.08 -3.55 -2.39 -0.421
S -0.61 -2.12 -1.94 -0.222
C 2.04 -3.80 -0.84 0.318
C 3.42 -3.83 -1.03 -0.412
C 4.22 -3.50 0.04 -0.450
C 3.62 -3.14 1.24 -0.702
C 2.23 -3.14 1.31 -0.178
N 1.44 -3.48 0.30 -0.083
H -1.56 -4.75 -5.03 0.325
H -1.24 -3.00 -4.80 0.313
H -2.33 -3.84 -3.69 0.314
H 0.40 -6.06 -4.46 0.421
H 2.33 -5.92 -2.50 0.515
H 3.84 -4.05 -2.00 0.256
H 5.30 -3.48 -0.06 0.433
H 4.19 -2.83 2.10 0.303
H 1.73 -2.84 2.22 0.251
I -0.87 1.74 -2.69 0.179
C -0.08 3.63 -2.17 -0.568
I 1.99 3.58 -1.67 0.043
H -0.60 3.96 -1.27 -0.033
H -0.20 4.30 -3.02 0.483
N -2.50 -5.44 4.59 0.110
C -3.06 -6.07 5.68 0.685
C -3.37 -7.40 5.94 -1.072
C -3.93 -7.67 7.17 -0.376
C -4.17 -6.66 8.11 -0.458
C -3.85 -5.35 7.85 -0.748
C -3.28 -5.05 6.61 0.489
N -2.87 -3.83 6.11 -0.690
C -2.41 -4.11 4.91 -0.321
C -1.86 -3.13 3.97 1.448
C -1.41 -1.91 4.45 -0.873
C -0.90 -1.00 3.54 -1.468
N -0.82 -1.25 2.24 1.753
C -1.25 -2.42 1.78 -0.822
C -1.77 -3.39 2.62 -0.439
H -2.19 -5.85 3.73 0.165
H -3.19 -8.18 5.21 0.382
H -4.19 -8.70 7.41 0.367
H -4.62 -6.93 9.06 0.373
H -4.03 -4.57 8.56 0.436
H -1.47 -1.68 5.50 0.490
H -0.53 -0.04 3.87 0.550
H -1.15 -2.59 0.72 -0.135
H -2.14 -4.30 2.18 0.247
```

Results
Gap between HOMO and LUMO   6.7 eV
2S+1   1
E_HOMO   -0.120 Eh
Total charge   -2
M   1248.13 g/mol
LUMO level   3.38 eV

Referenced to the most stable arrangement, the calculated values in kJ/mol are one) 489.6; two) 0.0.

one) # C6H9N3O2

C6H9N3O2 in the gas phase (ωB97M-V/def2-TZVPD, the OMol25 dataset).

Structure (XYZ):
```
20
Properties=species:S:1:pos:R:3:mulliken_charge:R:1
C 1.89 -2.21 -0.01 -1.284
C 0.88 -1.14 -0.23 0.835
N -0.01 -1.02 -1.26 -0.772
C -0.77 0.04 -1.03 0.661
C -2.05 0.46 -1.78 -1.294
N -0.37 0.71 0.12 0.010
C -1.03 1.79 0.77 -0.904
C 0.72 0.03 0.58 0.013
N 1.50 0.30 1.78 1.055
O 2.34 -0.52 1.93 -0.627
O 1.26 1.32 2.40 -0.686
H 1.90 -2.72 0.91 0.365
H 2.91 -1.84 -0.16 0.318
H 1.78 -2.95 -0.82 0.343
H -2.55 -0.35 -2.38 0.310
H -2.84 0.78 -1.10 0.361
H -1.90 1.27 -2.46 0.319
H -0.37 2.30 1.45 0.345
H -1.39 2.33 -0.09 0.375
H -1.90 1.43 1.39 0.258
```

Results
Gap between HOMO and LUMO   8.9 eV
2S+1   1
E_HOMO   -0.325 Eh
M   155.16 g/mol
LUMO level   0.03 eV

two) # C6H9N3O2

C6H9N3O2 in the gas phase (ωB97M-V/def2-TZVPD, the OMol25 dataset).

Structure (XYZ):
```
20
Properties=species:S:1:pos:R:3:mulliken_charge:R:1
N 2.89 -1.10 -0.71 -0.421
C 1.78 -0.84 0.07 0.474
O 1.41 -1.52 1.02 -0.613
N 1.25 0.37 -0.29 -0.223
C 0.10 0.91 0.26 0.938
N -0.11 2.34 -0.02 -0.174
O 0.70 2.83 -0.82 -0.412
C -0.56 0.50 1.56 -1.137
C -1.15 0.09 0.28 0.416
C -2.54 0.18 -0.30 -0.552
C -1.63 -1.03 -0.48 -0.634
H 2.98 -0.73 -1.63 0.188
H 3.51 -1.80 -0.40 0.220
H 1.75 1.01 -0.89 0.331
H -1.14 1.26 2.00 0.320
H -0.01 -0.09 2.24 0.241
H -2.71 0.71 -1.17 0.262
H -3.42 0.14 0.31 0.230
H -1.61 -1.82 0.39 0.189
H -1.47 -1.41 -1.44 0.357
```

Results
Gap between HOMO and LUMO   9.1 eV
2S+1   1
E_HOMO   -0.337 Eh
M   155.16 g/mol
LUMO level   -0.07 eV

Referenced to the most stable arrangement, the calculated values in kJ/mol are one) 0.0; two) 84.3.

one) # C5H10NOS

A gas-phase ion, C5H10NOS (charge +1) (ωB97M-V/def2-TZVPD, the OMol25 dataset).

Structure (XYZ):
```
18
Properties=species:S:1:pos:R:3:mulliken_charge:R:1
C -0.05 0.90 -0.16 0.305
C 1.24 0.99 -0.18 0.074
C -1.29 1.47 -0.62 -0.661
C -2.09 -0.87 0.33 -0.086
C 2.32 0.06 0.23 -1.137
N -0.71 -0.82 0.73 -0.505
O -2.10 -1.41 -0.93 -0.503
S -2.71 0.89 0.39 -0.075
H 1.59 1.93 -0.60 0.390
H -1.27 2.56 -0.51 0.448
H -1.50 1.20 -1.66 0.295
H -2.71 -1.41 1.05 0.455
H 2.65 -0.50 -0.64 0.320
H 2.01 -0.65 0.99 0.321
H 3.18 0.62 0.60 0.364
H -0.15 -1.56 0.32 0.329
H -0.56 -0.67 1.73 0.308
H -2.99 -1.62 -1.24 0.358
```

Results
Gap between HOMO and LUMO   9.3 eV
2S+1   1
E_HOMO   -0.497 Eh
Total charge   +1
M   132.21 g/mol
LUMO level   -4.19 eV

two) # C5H10NOS

A gas-phase ion, C5H10NOS (charge +1) (ωB97M-V/def2-TZVPD, the OMol25 dataset).

Structure (XYZ):
```
18
Properties=species:S:1:pos:R:3:mulliken_charge:R:1
C 0.61 -2.08 0.56 -1.255
C 0.99 -1.15 -0.52 -0.079
C 0.54 0.12 -0.66 0.150
C 0.55 1.21 -1.59 -0.676
S 0.42 2.72 -0.59 -0.096
C -0.89 1.98 0.43 -0.003
O -2.16 1.91 -0.07 -0.523
N -0.35 0.59 0.66 -0.355
H 0.60 -1.56 1.54 0.340
H 1.34 -2.76 0.50 0.434
H -0.43 -2.52 0.52 0.297
H 1.43 -1.59 -1.36 0.462
H 1.48 1.23 -2.17 0.429
H -0.23 1.18 -2.25 0.319
H -0.99 2.67 1.38 0.416
H -2.82 2.54 0.16 0.361
H -1.08 -0.14 0.82 0.369
H 0.29 0.75 1.48 0.411
```

Results
Gap between HOMO and LUMO   10.4 eV
2S+1   1
E_HOMO   -0.502 Eh
Total charge   +1
M   132.21 g/mol
LUMO level   -3.28 eV

Referenced to the most stable arrangement, the calculated values in kJ/mol are one) 0.0; two) 17.0.